# 1
Density functional theory data (ωB97M-V/def2-TZVPD) for a 2-piece molecular cluster, C10H13O4S overall.

Element x y z (Å)
C -1.1359 0.4626 -0.2440
C -1.2508 1.6676 -0.7541
C 3.5568 1.7931 -0.0462
C 2.2952 1.9296 0.2925
C 0.4915 0.0534 -2.1409
C -2.0661 -0.0035 0.7685
C -2.2301 -1.5537 0.8183
C -0.7588 -2.0767 0.7481
C -0.0924 -1.8503 -0.6097
C -0.1084 -0.3656 -0.8137
O -0.5445 -0.2421 -2.8375
O 1.5478 0.4273 -2.4950
O 2.3242 -0.3395 1.8359
O 0.7067 1.4304 2.2685
S 1.3269 0.5994 1.2341
H -0.7672 1.6737 -1.6918
H -1.7592 2.5043 -0.3790
H 4.0630 2.4586 -0.7663
H 4.0011 0.8862 0.3301
H 1.5104 2.6974 0.0327
H -1.9240 0.3405 1.7869
H -3.0835 0.3663 0.5111
H -2.7074 -1.8633 1.7522
H -2.8290 -1.9159 0.0180
H -0.1627 -1.5967 1.4766
H -0.6035 -3.1687 1.0311
H 0.9458 -2.1070 -0.6654
H -0.7462 -2.2072 -1.4612

Calculated values
Orbital gap (spin up / spin down): 7.0 / 7.0 eV
Relative energy (zero: lowest compared OMol25 entry of this formula, charge and spin): 307.8 kJ/mol
F_max: 3.81 eV/Å
Charge: -1
E_HOMO (spin up / spin down): -4.26 / -4.26 eV

# 2
Density functional theory data (ωB97M-V/def2-TZVPD) for one molecule with the formula C5H6O.

Element x y z (Å)
O 0.8623 0.5068 2.0988
C 0.3964 0.2235 1.0157
C 0.2022 1.2050 -0.0592
C -0.2263 0.3994 -1.2084
C -0.4129 -0.8428 -0.8197
C -0.0874 -1.1741 0.5901
H -0.6330 1.8461 0.3544
H 1.1176 1.9399 -0.2449
H -0.3100 0.8829 -2.1055
H -0.6706 -1.6834 -1.5185
H 0.7092 -1.9523 0.6046
H -0.9474 -1.3511 1.2926

Calculated values
Orbital gap: 10.4 eV
Relative energy (zero: lowest compared OMol25 entry of this formula, charge and spin): 80.4 kJ/mol
F_max: 3.73 eV/Å
Charge: 0
E_HOMO: -9.48 eV
SMILES string: O=C1CC=CC1

# 3
Density functional theory data (ωB97M-V/def2-TZVPD) for a 3-piece molecular cluster, C13H33ClNO11P2 overall.

Element x y z (Å)
C 3.9434 -2.0938 -0.4194
C 3.6417 -1.5485 -1.8132
O 3.6642 -2.5845 -2.8128
C 2.3687 -0.7304 -1.9174
C 1.1453 -1.4806 -1.4241
N 0.6877 -2.4520 -2.4667
C -0.3760 -3.3115 -1.8297
O -1.1845 -3.9117 -2.7914
C -1.2244 -2.5290 -0.8240
O -1.2665 -1.1345 -1.0509
C -0.0275 -0.5220 -1.2452
Cl 0.3033 0.6545 0.0411
H 3.6884 -1.3900 0.3681
H 5.0035 -2.3240 -0.3401
H 3.4120 -3.0429 -0.2950
H 4.4730 -0.8812 -2.0519
H 3.9770 -3.3737 -2.3608
H 2.2220 -0.4942 -2.9774
H 2.5243 0.2213 -1.4188
H 1.3826 -2.0078 -0.5024
H 1.4690 -2.9928 -2.8558
H 0.2680 -1.8869 -3.2114
H 0.1240 -4.1197 -1.2886
H -0.6309 -4.4444 -3.3737
H -2.2407 -2.8931 -0.9580
H -0.9646 -2.7851 0.2045
H -0.1242 0.0632 -2.1640
C -5.3279 -1.9005 5.4525
O -4.5889 -1.4944 4.2791
P -4.5408 -2.5305 3.0035
O -3.2292 -3.2123 3.1354
O -4.5582 -1.3714 1.8987
C -3.5502 -0.3684 1.9448
O -5.4354 -3.4849 2.0413
C -6.0080 -4.6636 2.6498
H -5.2411 -1.1088 6.1904
H -6.3823 -2.0471 5.2166
H -4.9084 -2.8201 5.8652
H -2.6094 -0.7677 2.3278
H -3.8736 0.4705 2.5596
H -3.3948 -0.0147 0.9269
H -6.5743 -4.4122 3.5460
H -5.2203 -5.3752 2.8983
H -6.6830 -5.1112 1.9264
C 3.3758 5.3065 -2.9860
O 2.9643 4.6173 -1.7870
P 2.8122 5.5220 -0.4072
O 4.0766 5.2796 0.3205
O 1.5627 4.6791 0.1446
C 1.7063 3.2789 0.3232
O 2.1871 6.8802 0.2153
C 2.7795 8.1271 -0.2128
H 3.4399 4.5758 -3.7877
H 2.6494 6.0707 -3.2655
H 4.3570 5.7636 -2.8431
H 2.7278 3.0211 0.6132
H 1.4419 2.7660 -0.5938
H 1.0284 2.9694 1.1167
H 2.8045 8.2022 -1.2996
H 3.7892 8.2162 0.1879
H 2.1646 8.9321 0.1780

Calculated values
Orbital gap: 8.7 eV
Relative energy (zero: lowest compared OMol25 entry of this formula, charge and spin): 0.0 kJ/mol
F_max: 5.45 eV/Å
Charge: +1
E_HOMO: -11.69 eV

# 4
Density functional theory data (ωB97M-V/def2-TZVPD) for one molecule with the formula C4H5ClN2S.

Element x y z (Å)
N -2.0058 1.5832 0.3727
N -0.7203 1.7671 -0.0253
C 0.0570 0.7453 0.0938
S 1.7657 0.9310 -0.3367
C 2.0243 -0.8094 0.0397
C 1.0316 -1.4296 0.6406
C -0.2384 -0.6012 0.6764
Cl -1.4588 -1.4545 -0.4883
H -2.5752 2.3589 0.0132
H -2.4320 0.7401 0.0444
H 2.9752 -1.1694 -0.2963
H 1.1110 -2.4302 1.0860
H -0.6953 -0.5507 1.7059

Calculated values
Orbital gap: 8.5 eV
Relative energy (zero: lowest compared OMol25 entry of this formula, charge and spin): 150.7 kJ/mol
F_max: 1.86 eV/Å
Charge: 0
E_HOMO: -8.19 eV
SMILES string: N/N=C1/SC=C[C@@H]1Cl

# 5
Density functional theory data (ωB97M-V/def2-TZVPD) for C57H47BrN3O3P2RuSe4 as an isolated structure.

Element x y z (Å)
Ru 1.7302 -0.9030 0.6498
C -1.8589 6.8192 -0.7266
C -1.5722 5.9881 0.5361
C -1.5908 6.8805 1.7902
C -0.1966 5.3709 0.4103
C 0.8837 6.2167 0.2258
C 2.1602 5.7321 0.1204
C 2.3906 4.3785 0.2019
C 1.3549 3.4646 0.3832
P 1.9090 1.6808 0.6474
C 3.3803 1.8494 -0.4518
C 4.6609 2.3104 -0.1448
C 5.6676 2.2516 -1.0954
C 5.4121 1.7686 -2.3702
C 4.1289 1.3664 -2.7045
C 3.1267 1.4077 -1.7490
C 2.2773 1.9690 2.4279
C 3.5105 1.9390 3.0653
C 3.5903 2.0846 4.4448
C 2.4471 2.2612 5.2035
C 1.2100 2.2911 4.5775
C 1.1235 2.1279 3.2065
C 0.0341 3.9857 0.4908
O -0.9915 3.0976 0.6694
C -2.3007 3.5797 0.7464
C -3.2865 2.5919 0.8793
C -4.6118 2.9807 0.9737
C -4.9477 4.3204 0.9127
C -3.9678 5.2759 0.7703
C -2.6238 4.9270 0.6828
P -2.6009 0.8783 0.8323
C -3.9818 0.0927 1.7593
C -5.2711 -0.1569 1.2887
C -6.2260 -0.7081 2.1313
C -5.9219 -1.0039 3.4519
C -4.6482 -0.7454 3.9333
C -3.6921 -0.2002 3.0901
C -2.9762 0.6769 -0.9671
C -3.6899 -0.3834 -1.5199
C -3.8716 -0.4846 -2.8919
C -3.3278 0.4600 -3.7471
C -2.5824 1.5006 -3.2132
C -2.4065 1.6041 -1.8438
H -1.1239 7.6140 -0.8461
H -2.8486 7.2710 -0.6800
H -1.8147 6.1797 -1.6085
H -0.8321 7.6599 1.7261
H -1.3875 6.2777 2.6755
H -2.5638 7.3536 1.9179
H 0.7207 7.2844 0.1823
H 2.9886 6.4136 -0.0171
H 3.4061 4.0300 0.1148
H 4.8922 2.6996 0.8364
H 6.6663 2.5737 -0.8318
H 6.2104 1.6944 -3.0969
H 3.9113 1.0157 -3.7056
H 2.1227 1.0832 -1.9913
H 4.4263 1.7701 2.5203
H 4.5596 2.0363 4.9220
H 2.5157 2.3631 6.2778
H 0.3080 2.4302 5.1584
H 0.1518 2.1032 2.7273
H -5.3850 2.2365 1.0958
H -5.9856 4.6175 0.9756
H -4.2506 6.3187 0.7177
H -5.5369 0.0680 0.2636
H -7.2186 -0.9136 1.7512
H -6.6737 -1.4303 4.1032
H -4.3980 -0.9680 4.9618
H -2.6987 0.0017 3.4708
H -4.1024 -1.1544 -0.8892
H -4.4473 -1.3086 -3.2941
H -3.4776 0.3839 -4.8164
H -2.1307 2.2356 -3.8673
H -1.8065 2.4149 -1.4557
Se 1.0151 -1.0301 2.9210
Se 2.5226 -1.6865 4.3951
Se 4.9782 -1.3598 2.8346
Se 4.1143 -0.6012 0.9360
Br 2.8700 -7.2657 -5.9060
C 2.0527 -7.4968 -4.2063
C 0.8465 -6.8642 -3.9365
C 0.2722 -6.9980 -2.6918
C 0.8850 -7.7893 -1.6948
C 2.0808 -8.4617 -2.0150
C 2.6751 -8.2850 -3.2445
N 0.4231 -7.8714 -0.4232
N -0.4922 -7.0845 0.0187
C -0.3873 -5.8242 0.3926
C -1.5542 -5.0949 0.7262
C -1.5433 -3.7288 0.8162
C -0.3685 -2.9745 0.5968
O -0.3363 -1.6832 0.4709
C 0.8566 -3.6986 0.5525
N 1.9979 -2.9655 0.6125
C 3.1551 -3.6064 0.5836
C 3.2633 -4.9927 0.5635
C 2.1176 -5.7535 0.5172
C 0.8789 -5.1136 0.4685
H 0.3603 -6.2744 -4.7008
H -0.6736 -6.5228 -2.4686
H 2.5460 -9.0729 -1.2537
H 3.6235 -8.7528 -3.4683
H -2.4730 -5.6505 0.8561
H -2.4496 -3.2020 1.0676
H 4.0555 -3.0125 0.5786
H 4.2434 -5.4430 0.6034
H 2.1696 -6.8318 0.5523
C 0.8448 -0.9941 -3.7857
C 1.2538 -1.8261 -2.6075
C 1.0875 -3.3126 -2.7707
O 1.7101 -1.3222 -1.6021
H 1.5510 -1.1637 -4.6021
H 0.8378 0.0618 -3.5260
H -0.1443 -1.2903 -4.1332
H 1.0672 -3.5934 -3.8213
H 0.1347 -3.6092 -2.3226
H 1.8810 -3.8573 -2.2590

Calculated values
Orbital gap (spin up / spin down): 6.5 / 6.4 eV
2S+1: 6
Relative energy (zero: lowest compared OMol25 entry of this formula, charge and spin): 61.3 kJ/mol
F_max: 1.48 eV/Å
Charge: 0
E_HOMO (spin up / spin down): -6.40 / -7.85 eV
⟨S²⟩: 8.87

# 6
Density functional theory data (ωB97M-V/def2-TZVPD) for an isolated ion of composition C5H4N5O3 and charge -1.

Element x y z (Å)
C -1.6070 -1.4908 -0.2488
C -1.8314 -0.1487 0.0372
C -0.1948 -1.7403 -0.0884
C 3.8710 1.0578 -0.7788
C -3.0645 0.7781 -0.1618
N 3.9682 1.0159 0.4139
N 3.1142 1.0537 1.5485
N 2.0524 0.4004 1.5002
N 0.3289 -0.5159 0.3894
N 1.6247 -0.2151 0.4316
O 0.5462 -2.7119 -0.3048
O 4.1007 1.0443 -1.9548
O -0.7206 0.5091 0.4681
H -2.2973 -2.0794 -0.8157
H -3.8647 0.3104 0.3884
H -3.1661 0.9916 -1.1497
H -2.8599 1.7409 0.3256

Calculated values
Orbital gap: 6.8 eV
Relative energy (zero: lowest compared OMol25 entry of this formula, charge and spin): 162.8 kJ/mol
F_max: 4.60 eV/Å
Charge: -1
E_HOMO: -3.61 eV